125
Properties=species:S:1:pos:R:3:forces:R:3 method="wB97M-V/def2-TZVPD" total_charge=0 spin_multiplicity=1 e_homo_ev=-8.888 relative_energy_ev=4.8189 max_force_ev_per_a=4.41 smiles=COC[C@H](C)N.COC[C@H](C)N.COC[C@H](C)N.COC[C@H](C)N.COC[C@H](C)N.OCCO.OCCO.OCCO.OCCO orbital_gap_ha=0.341
C 2.662 -2.545 3.363 0.628 -0.475 0.789
O 2.713 -3.175 4.701 -0.414 1.552 -1.037
C 3.382 -2.352 5.691 0.338 -0.903 -0.734
C 3.209 -3.001 7.063 -2.145 0.571 0.136
C 1.692 -3.100 7.506 1.143 -0.976 -0.552
N 3.859 -2.218 8.091 0.908 0.603 0.562
H 2.008 -3.090 2.682 -0.246 -0.239 0.577
H 3.635 -2.549 2.872 0.392 -0.172 0.277
H 2.357 -1.498 3.361 -0.306 0.033 0.502
H 4.442 -2.354 5.436 0.273 0.140 0.114
H 3.071 -1.307 5.665 -0.484 0.164 0.008
H 3.684 -3.977 6.969 -0.193 -0.126 0.325
H 1.306 -2.127 7.808 -0.026 0.115 -0.373
H 1.684 -3.718 8.404 -0.116 -0.092 0.079
H 1.068 -3.599 6.764 -0.125 0.207 -0.028
H 3.597 -2.549 9.008 0.359 -0.997 0.176
H 3.399 -1.325 8.199 0.005 0.646 -0.839
C 2.881 -4.594 -4.680 -0.420 -0.284 0.414
O 3.802 -3.535 -4.762 -0.118 0.389 -0.036
C 3.534 -2.630 -5.844 0.744 0.260 0.171
C 2.586 -1.450 -5.496 -1.136 -0.877 -1.780
C 1.970 -0.781 -6.769 0.546 -0.806 0.611
N 3.143 -0.451 -4.650 1.363 0.283 -0.105
H 2.947 -5.270 -5.533 -0.103 0.133 -0.348
H 1.858 -4.249 -4.528 -0.233 0.196 -0.405
H 3.051 -5.221 -3.805 0.594 0.259 0.149
H 4.513 -2.278 -6.167 0.201 0.582 0.456
H 3.282 -3.203 -6.736 -1.011 -0.065 0.027
H 1.715 -1.848 -4.976 -0.202 -0.715 -0.091
H 1.186 -0.120 -6.398 -0.073 0.108 -0.346
H 1.555 -1.559 -7.411 -0.340 0.043 0.058
H 2.679 -0.231 -7.388 0.176 0.155 0.311
H 2.395 0.144 -4.322 0.034 -0.021 0.514
H 3.612 -0.937 -3.899 -0.061 0.379 0.489
C -0.911 -1.174 0.953 0.423 1.091 -0.243
O -0.016 -1.089 -0.187 -1.251 -0.647 0.125
C 1.107 -0.209 -0.004 -0.465 -1.324 0.579
C 1.835 -0.019 -1.359 -1.085 -0.376 1.354
C 3.043 0.924 -1.298 -0.111 -0.555 -0.731
N 0.775 0.483 -2.222 0.937 0.926 -0.875
H -1.870 -1.652 0.753 0.568 -0.839 -0.619
H -1.300 -0.201 1.251 0.416 0.720 -0.181
H -0.428 -1.546 1.857 0.128 -0.470 -0.110
H 0.638 0.711 0.346 0.645 0.615 0.094
H 1.661 -0.711 0.790 0.732 0.483 0.172
H 2.166 -0.973 -1.770 0.000 -0.213 0.271
H 3.112 1.364 -2.293 0.175 0.168 -0.065
H 3.939 0.315 -1.179 0.097 0.215 0.258
H 3.042 1.741 -0.577 -0.350 -0.215 0.182
H 0.737 1.444 -1.912 -0.749 0.493 -0.375
H -0.099 0.038 -1.979 -0.022 0.001 0.086
C -4.087 0.120 6.333 1.224 -0.286 -0.017
O -2.644 -0.128 6.254 -2.154 0.451 3.819
C -2.069 0.243 5.082 0.415 -1.205 -1.187
C -0.514 0.117 5.084 -0.215 0.397 -0.483
C 0.029 0.899 3.919 0.647 0.564 -1.431
N -0.179 -1.295 4.900 -0.406 -0.042 -0.182
H -4.361 1.083 5.902 0.190 0.067 -0.306
H -4.428 0.161 7.368 0.526 -0.203 0.102
H -4.638 -0.684 5.846 0.016 -0.038 -0.271
H -2.404 -0.599 4.477 0.285 0.258 -1.677
H -2.556 1.150 4.723 0.759 0.525 -0.280
H 0.007 0.572 5.926 -0.626 -0.181 0.789
H 0.202 1.957 4.116 -0.650 0.187 0.155
H -0.555 0.763 3.009 -0.386 0.238 0.105
H 1.017 0.607 3.565 0.257 -0.628 0.476
H -0.857 -1.895 5.346 0.142 -0.071 0.257
H 0.749 -1.543 5.212 -0.021 -0.005 0.104
C -4.048 0.925 -3.010 0.130 -0.326 0.768
O -3.721 -0.350 -3.533 -1.855 0.187 0.190
C -2.436 -0.734 -3.328 3.311 -0.619 -1.127
C -2.170 -2.248 -3.360 -0.385 -0.523 -0.409
C -0.710 -2.679 -3.523 -0.626 1.362 1.390
N -2.914 -2.879 -4.398 -1.727 -0.445 -0.915
H -3.395 1.772 -3.221 0.422 -0.249 -0.826
H -3.925 0.810 -1.933 -0.734 0.349 0.337
H -5.051 1.176 -3.354 0.034 -0.125 0.340
H -1.907 -0.336 -4.194 0.785 0.137 -0.294
H -1.860 -0.351 -2.485 -0.809 0.509 0.718
H -2.622 -2.732 -2.495 0.460 0.276 0.721
H -0.225 -2.000 -2.821 0.974 -0.296 -0.063
H -0.332 -2.516 -4.533 -0.126 -0.093 0.037
H -0.602 -3.705 -3.174 0.113 0.077 -0.293
H -2.826 -2.406 -5.286 0.571 0.160 -0.356
H -3.860 -2.624 -4.151 -0.699 -0.459 -0.270
O -1.274 4.846 0.721 -1.306 -0.450 0.712
C -2.680 4.526 0.962 0.414 -1.124 -1.394
C -2.944 2.989 1.141 0.615 1.807 0.689
O -2.790 2.282 -0.068 0.211 0.517 -0.070
H -1.041 4.250 0.005 0.257 0.008 -0.237
H -3.080 5.112 1.789 0.414 -0.153 0.110
H -3.223 4.792 0.055 -0.247 0.302 -0.034
H -3.945 2.909 1.564 -0.160 -0.284 -0.038
H -2.196 2.694 1.877 -0.012 -0.490 0.256
H -3.166 1.407 0.053 -0.230 -0.249 0.059
O -2.062 2.096 -6.203 -0.228 0.771 1.133
C -0.761 2.649 -5.898 -0.008 -1.270 0.232
C -0.448 3.070 -4.437 0.536 1.005 0.596
O -0.713 4.448 -4.083 -0.594 -0.303 -0.398
H -2.029 1.626 -7.039 0.266 0.091 0.007
H -0.090 1.808 -6.077 0.543 0.161 -0.074
H -0.539 3.438 -6.616 0.164 0.300 0.326
H 0.610 2.926 -4.216 0.467 -0.133 -0.926
H -0.793 2.486 -3.584 -1.174 -0.518 -0.671
H 0.107 4.942 -4.020 0.023 -0.153 -0.161
O 6.001 5.011 1.098 -0.035 -0.213 -0.167
C 4.677 5.517 1.011 -0.567 0.081 -0.022
C 3.914 4.821 -0.158 1.780 0.512 1.108
O 4.445 5.373 -1.374 -1.230 0.096 0.135
H 6.313 5.131 1.997 0.058 0.021 -0.047
H 4.179 5.449 1.978 -0.360 -0.715 0.070
H 4.698 6.599 0.878 0.052 0.147 -0.673
H 2.840 4.943 -0.017 -0.047 0.665 -0.612
H 4.053 3.747 -0.032 0.417 -0.126 -0.359
H 5.107 4.856 -1.839 -0.083 -0.462 0.568
O -4.883 0.039 0.495 2.258 1.483 -1.926
C -5.498 -0.483 1.562 -1.955 -3.652 0.991
C -5.476 -2.102 1.472 -0.446 0.822 -1.673
O -5.981 -2.418 0.103 0.509 0.791 1.165
H -5.301 -0.290 -0.304 -0.047 -0.211 -0.212
H -5.049 -0.137 2.494 -0.150 0.038 -0.071
H -6.559 -0.259 1.449 -0.325 0.262 0.885
H -6.168 -2.641 2.121 0.263 0.462 0.610
H -4.460 -2.494 1.527 0.076 0.096 0.307
H -5.810 -3.351 -0.042 0.005 -0.027 -0.105